{
  "formula": "C31H30N2O5",
  "method": "the ωB97M-V functional and the def2-TZVPD basis",
  "multiplicity": 1,
  "largest_force_ev_per_a": 3.38,
  "homo_lumo_gap_ev": 5.374,
  "lumo_energy_ev": -1.04,
  "relative_energy_kcal_mol": 108.1,
  "total_energy_ev": -45848.0664,
  "symbols": ["C", "O", "C", "C", "C", "C", "C", "O", "C", "C", "N", "C", "C", "C", "C", "C", "C", "C", "C", "C", "C", "O", "N", "C", "C", "C", "H", "H", "H", "H", "H", "H", "H", "H", "H", "H", "H", "H", "H", "H", "H", "H", "H", "H", "H", "H", "H", "C", "C", "C", "C", "C", "C", "C", "C", "C", "C", "O", "O", "H", "H", "H", "H", "H", "H", "H", "H", "H"],
  "coordinates": [[-2.4506, -1.7075, 2.0134], [-2.0277, -0.3335, 1.9612], [-2.9093, 0.6410, 2.2405], [-4.1938, 0.4876, 2.8037], [-4.9937, 1.6197, 2.9759], [-4.5446, 2.8930, 2.6378], [-3.2605, 3.0398, 2.0746], [-2.7109, 4.2062, 1.6617], [-3.4860, 5.4127, 1.8304], [-2.4738, 1.9094, 1.8619], [-1.2105, 2.0434, 1.1984], [-0.7605, 1.3219, 0.1256], [-1.6514, 0.5442, -0.7121], [-1.0738, -0.2660, -1.8114], [-0.3621, -1.4048, -1.6772], [0.0679, -2.1239, -2.8879], [0.0257, -3.5313, -2.9465], [0.4119, -4.2150, -4.0967], [0.8270, -3.5035, -5.2318], [0.8359, -2.1009, -5.2049], [0.4587, -1.4158, -4.0456], [-2.8838, 0.5896, -0.5550], [0.4589, 1.8227, -0.1898], [1.2724, 1.4826, -1.3444], [0.8103, 2.7984, 0.7297], [-0.2129, 2.9209, 1.5951], [-1.5610, -2.2661, 1.7352], [-2.7862, -1.9675, 3.0258], [-3.2621, -1.8739, 1.2932], [-4.5475, -0.5098, 3.0769], [-5.9949, 1.5051, 3.3930], [-5.1685, 3.7717, 2.7935], [-2.8724, 6.1935, 1.3801], [-4.4538, 5.3315, 1.3117], [-3.6565, 5.6240, 2.8983], [-1.5055, 0.0042, -2.7836], [-0.3158, -1.8980, -0.7073], [-0.3420, -4.0704, -2.0701], [0.3881, -5.3066, -4.1061], [1.1408, -4.0411, -6.1303], [1.1378, -1.5372, -6.0909], [0.4610, -0.3221, -4.0218], [2.2610, 1.9322, -1.1973], [1.3845, 0.3945, -1.4241], [0.8205, 1.8710, -2.2685], [1.7593, 3.3085, 0.6909], [-0.3462, 3.5865, 2.4269], [2.3961, -4.6212, -0.8581], [1.5745, -3.5439, -0.1757], [1.9932, -2.1717, -0.3643], [1.7889, -1.1934, 0.6750], [2.9138, -0.2320, 0.9930], [4.0715, -0.0631, 0.2114], [4.9687, 0.9745, 0.4953], [4.7524, 1.8157, 1.5928], [3.6369, 1.6062, 2.4162], [2.7503, 0.5744, 2.1302], [0.7107, -1.0634, 1.2932], [0.5508, -3.8449, 0.4672], [3.3952, -4.2759, -1.1489], [2.4953, -5.4735, -0.1770], [1.8739, -4.9790, -1.7553], [2.6843, -1.9491, -1.1747], [4.2752, -0.7599, -0.6045], [5.8505, 1.1065, -0.1364], [5.4608, 2.6130, 1.8226], [3.4604, 2.2346, 3.2887], [1.8934, 0.3852, 2.7771]],
  "forces_ev_per_angstrom": [[0.0, 0.3, 0.1], [-0.5, -0.1, 0.4], [-0.4, -0.4, 0.1], [0.4, 0.0, -0.2], [0.3, -0.2, 0.0], [0.5, 0.3, -0.2], [-0.5, -0.4, 0.1], [-0.5, 0.7, 0.1], [0.1, -0.5, 0.0], [-0.1, 0.1, 0.2], [1.0, -0.2, -0.2], [0.4, 2.6, 1.4], [-2.6, -1.9, -0.9], [-0.2, -0.1, -0.2], [-1.4, 0.2, -0.2], [0.0, -0.4, -0.8], [-0.1, 0.3, 0.1], [0.0, 0.3, -0.2], [-0.1, 0.2, 0.3], [-0.1, -0.2, 0.2], [0.0, -0.4, 0.2], [2.4, 0.5, -0.3], [-0.6, -0.1, 0.6], [0.6, -0.3, -0.5], [0.0, -0.6, -0.6], [-0.8, -0.3, -0.1], [0.0, -0.1, 0.0], [0.1, 0.0, -0.2], [0.1, 0.0, 0.1], [0.1, 0.5, -0.1], [0.3, 0.0, -0.1], [0.1, -0.3, 0.0], [-0.2, 0.0, 0.1], [0.3, 0.1, 0.1], [0.1, -0.1, -0.3], [0.5, 0.1, 0.2], [0.5, 0.2, -0.1], [0.2, 0.1, -0.2], [0.0, 0.3, 0.0], [-0.1, 0.2, 0.3], [-0.1, -0.2, 0.3], [0.1, -0.4, 0.0], [-0.3, -0.1, 0.0], [0.0, 0.4, 0.1], [0.1, -0.1, 0.3], [-0.1, -0.2, 0.0], [0.0, -0.1, 0.1], [0.2, -0.3, 0.0], [-1.0, 1.2, -0.2], [0.8, 0.0, 0.7], [-0.7, -0.7, -1.2], [0.3, 0.5, 0.2], [-0.2, 0.1, 0.2], [-0.1, -0.2, 0.1], [-0.2, -0.1, 0.0], [0.4, -0.2, -0.2], [0.0, 0.1, -0.2], [0.6, 0.0, 0.3], [0.6, -0.3, -0.2], [-0.3, 0.0, 0.1], [0.0, 0.1, -0.1], [0.1, 0.1, 0.2], [0.5, -0.3, 0.5], [-0.1, 0.3, 0.2], [-0.2, 0.0, 0.2], [-0.2, -0.2, -0.1], [0.1, -0.1, -0.2], [0.1, 0.1, -0.3]],
  "nbo_charge": [-0.266, -0.489, 0.367, -0.317, -0.148, -0.342, 0.319, -0.506, -0.255, 0.063, -0.270, 0.365, 0.509, -0.377, -0.105, -0.097, -0.181, -0.215, -0.211, -0.237, -0.152, -0.499, -0.257, -0.425, -0.040, -0.005, 0.258, 0.175, 0.184, 0.233, 0.222, 0.225, 0.205, 0.189, 0.186, 0.235, 0.280, 0.240, 0.218, 0.214, 0.212, 0.195, 0.232, 0.269, 0.218, 0.253, 0.249, -0.701, 0.520, -0.611, 0.475, -0.137, -0.143, -0.250, -0.228, -0.237, -0.192, -0.687, -0.671, 0.209, 0.228, 0.220, 0.192, 0.216, 0.213, 0.212, 0.209, 0.241]
}

=====

{
  "formula": "C31H30N3O",
  "method": "the ωB97M-V functional and the def2-TZVPD basis",
  "multiplicity": 1,
  "largest_force_ev_per_a": 1.55,
  "homo_lumo_gap_ev": 4.955,
  "lumo_energy_ev": -4.39,
  "relative_energy_kcal_mol": 54.8,
  "total_energy_ev": -39143.7533,
  "charge": 1,
  "symbols": ["C", "N", "C", "C", "C", "C", "C", "C", "C", "C", "C", "C", "C", "C", "C", "C", "C", "H", "H", "H", "H", "H", "H", "H", "H", "H", "H", "H", "H", "H", "H", "C", "N", "C", "C", "C", "C", "N", "C", "C", "C", "C", "C", "C", "C", "C", "O", "C", "C", "H", "H", "H", "H", "H", "H", "H", "H", "H", "H", "H", "H", "H", "H", "H", "H"],
  "coordinates": [[-1.6191, -4.1824, -0.9007], [-1.1024, -3.2840, 0.1192], [-0.2172, -2.2799, -0.1159], [0.1671, -1.6706, 1.1031], [1.1243, -0.6710, 1.2589], [1.2848, 0.1112, 2.4562], [0.1690, 0.6133, 3.1620], [0.3323, 1.3345, 4.3392], [1.6134, 1.6088, 4.8336], [2.7326, 1.1205, 4.1510], [2.5798, 0.4172, 2.9629], [-0.5534, -2.4099, 2.1501], [-0.4830, -2.4140, 3.5353], [-1.2164, -3.3714, 4.2523], [-1.9969, -4.3324, 3.5868], [-2.0883, -4.3406, 2.1814], [-1.3509, -3.3817, 1.4951], [-2.3829, -4.8250, -0.4541], [-2.0467, -3.6024, -1.7284], [-0.8246, -4.8165, -1.3233], [0.1017, -2.0325, -1.1224], [1.9051, -0.5879, 0.5025], [-0.8221, 0.4481, 2.7356], [-0.5520, 1.6861, 4.8733], [1.7334, 2.1679, 5.7637], [3.7359, 1.3265, 4.5286], [3.4542, 0.1106, 2.3811], [0.1583, -1.6951, 4.0436], [-1.1617, -3.3791, 5.3439], [-2.5462, -5.0714, 4.1691], [-2.7078, -5.0420, 1.6287], [-3.3794, 1.5460, -5.9334], [-2.7487, 0.4457, -5.2314], [-3.3661, -0.8477, -5.4723], [-1.8294, 0.6377, -4.2270], [-1.9596, 1.6830, -3.2844], [-1.1075, 1.7368, -2.2049], [0.0192, 0.9495, -2.1321], [0.9356, 1.0789, -1.0960], [0.8912, 2.1462, -0.1526], [2.1824, 2.6380, 0.4561], [2.0773, 3.5616, 1.5114], [3.2086, 4.0090, 2.1865], [4.4718, 3.5411, 1.8163], [4.6006, 2.6665, 0.7320], [3.4617, 2.2403, 0.0370], [-0.1857, 2.6604, 0.2484], [0.2135, -0.0113, -3.1083], [-0.7178, -0.2347, -4.0851], [-2.6717, 2.3774, -6.0645], [-3.6814, 1.1746, -6.9254], [-4.2715, 1.9246, -5.4023], [-2.7598, -1.6559, -5.0450], [-4.3671, -0.8848, -5.0107], [-3.4675, -0.9877, -6.5574], [-2.7647, 2.4120, -3.3352], [-1.2735, 2.4136, -1.3822], [1.8116, 0.4342, -1.1777], [1.0925, 3.9159, 1.8170], [3.0928, 4.7219, 3.0067], [5.3620, 3.8607, 2.3651], [5.5814, 2.3179, 0.4085], [3.5483, 1.5937, -0.8381], [1.1501, -0.5682, -3.0412], [-0.5695, -1.0514, -4.7902]],
  "forces_ev_per_angstrom": [[-0.1, -0.1, -0.4], [0.9, 1.2, -0.4], [-0.4, -0.9, 0.6], [-0.4, -0.2, 0.0], [0.3, -0.2, -0.2], [0.4, 0.6, 0.8], [0.1, -0.1, -0.2], [0.0, 0.1, -0.1], [-0.1, -0.5, -0.1], [0.1, 0.1, -0.1], [-0.3, 0.0, -0.5], [-0.5, -0.2, -0.5], [-0.2, -0.3, 0.6], [0.3, 0.1, -0.4], [-0.2, 0.3, -0.6], [0.1, 0.2, 0.6], [0.7, 0.1, 0.5], [0.2, 0.2, -0.2], [0.0, -0.1, 0.3], [-0.2, 0.2, 0.3], [-0.1, -0.1, 0.1], [-0.2, 0.0, 0.3], [0.2, 0.0, 0.3], [0.3, 0.0, -0.2], [0.0, -0.1, -0.3], [-0.3, -0.1, -0.1], [-0.2, 0.0, 0.3], [-0.3, -0.3, 0.0], [0.0, 0.0, -0.4], [0.1, 0.2, -0.2], [0.1, -0.1, 0.4], [-0.2, 0.3, 0.3], [0.3, -0.2, -0.4], [0.2, 0.0, 0.0], [-0.3, 0.1, 0.2], [0.4, -0.6, -0.2], [0.4, -0.1, -0.6], [-1.1, -0.4, -0.4], [1.1, 0.3, 0.6], [-0.8, 0.0, 0.5], [0.2, 0.2, 0.4], [0.0, -0.1, 0.1], [0.0, -0.1, -0.2], [0.1, -0.1, -0.1], [-0.3, 0.0, -0.1], [-0.2, 0.0, 0.3], [0.9, -0.1, -0.6], [-0.3, 0.3, 0.6], [-0.2, 0.2, 0.0], [-0.2, -0.3, 0.0], [0.1, 0.3, 0.4], [0.1, -0.1, -0.3], [-0.2, 0.2, -0.2], [0.2, -0.1, -0.1], [0.0, -0.2, 0.3], [0.1, -0.3, 0.0], [0.3, 0.0, 0.1], [-0.3, 0.6, -0.4], [0.2, -0.2, -0.2], [0.1, -0.2, -0.3], [-0.3, -0.1, -0.2], [-0.2, 0.2, 0.1], [0.2, 0.2, 0.3], [-0.4, 0.2, 0.0], [0.1, 0.3, 0.1]],
  "nbo_charge": [-0.413, -0.289, 0.146, -0.218, 0.108, -0.199, -0.078, -0.245, -0.141, -0.221, -0.123, 0.002, -0.194, -0.203, -0.188, -0.220, 0.106, 0.232, 0.223, 0.226, 0.225, 0.227, 0.223, 0.233, 0.232, 0.234, 0.228, 0.233, 0.232, 0.233, 0.224, -0.410, -0.429, -0.397, 0.232, -0.260, 0.039, -0.278, -0.309, 0.502, -0.071, -0.210, -0.203, -0.204, -0.227, -0.222, -0.681, 0.032, -0.272, 0.217, 0.217, 0.190, 0.203, 0.196, 0.209, 0.245, 0.285, 0.189, 0.245, 0.221, 0.223, 0.222, 0.208, 0.221, 0.242]
}

=====

{
  "formula": "C31H30N4P2S2Ti",
  "method": "the ωB97M-V functional and the def2-TZVPD basis",
  "multiplicity": 3,
  "largest_force_ev_per_a": 1.51,
  "s_squared": 2.007,
  "homo_lumo_gap_ev": [5.382, 6.991],
  "lumo_energy_ev": [0.18, 0.17],
  "relative_energy_kcal_mol": 24.5,
  "total_energy_ev": -101958.3948,
  "symbols": ["Ti", "S", "P", "C", "P", "S", "C", "C", "C", "C", "C", "C", "C", "C", "C", "C", "C", "C", "C", "C", "C", "C", "C", "C", "C", "C", "C", "C", "C", "C", "H", "H", "H", "H", "H", "H", "H", "H", "H", "H", "H", "H", "H", "H", "H", "H", "H", "H", "H", "H", "C", "N", "C", "C", "N", "H", "H", "H", "H", "H", "H", "N", "C", "C", "N", "C", "H", "H", "H", "H"],
  "coordinates": [[0.0157, -0.1008, -0.5785], [0.3800, 1.7634, 1.0833], [2.2562, 1.2081, 0.4499], [2.1746, 0.2265, -0.9594], [2.3149, -1.4135, -0.5318], [1.0309, -2.0987, 0.8759], [1.8389, -2.3323, -2.0553], [2.3416, -3.5934, -2.3687], [1.8339, -4.3126, -3.4469], [0.8068, -3.7836, -4.2179], [0.2946, -2.5306, -3.9120], [0.8110, -1.8071, -2.8451], [4.0139, -1.9896, -0.1574], [5.0623, -1.4920, -0.9326], [6.3769, -1.8159, -0.6259], [6.6535, -2.6312, 0.4683], [5.6147, -3.1239, 1.2454], [4.2959, -2.8008, 0.9336], [3.2028, 2.7166, 0.0287], [3.6255, 2.9237, -1.2781], [4.4018, 4.0377, -1.5942], [4.7597, 4.9428, -0.6054], [4.3302, 4.7456, 0.7035], [3.5561, 3.6386, 1.0164], [3.1991, 0.6145, 1.9116], [4.5926, 0.5626, 1.8119], [5.3634, 0.0556, 2.8493], [4.7461, -0.4075, 4.0033], [3.3616, -0.3600, 4.1117], [2.5904, 0.1454, 3.0693], [3.1313, -4.0163, -1.7584], [2.2373, -5.2902, -3.6840], [0.4127, -4.3401, -5.0613], [-0.4960, -2.1074, -4.5215], [0.4198, -0.8138, -2.6555], [4.8359, -0.8332, -1.7640], [7.1878, -1.4227, -1.2285], [7.6805, -2.8715, 0.7190], [5.8290, -3.7505, 2.1037], [3.4780, -3.1557, 1.5490], [3.3449, 2.1954, -2.0288], [4.7348, 4.1916, -2.6145], [5.3747, 5.8014, -0.8502], [4.6052, 5.4522, 1.4779], [3.2206, 3.4848, 2.0359], [5.0797, 0.9112, 0.9082], [6.4427, 0.0221, 2.7547], [5.3430, -0.8090, 4.8147], [2.8763, -0.7258, 5.0091], [1.5144, 0.1767, 3.1474], [-2.7685, 3.7345, 0.1148], [-2.8920, 2.9148, -1.0940], [-4.1827, 2.8912, -1.7797], [-1.9937, 1.9908, -1.3649], [-1.1209, 1.2701, -1.6041], [-2.9622, 4.7762, -0.1421], [-1.7607, 3.6474, 0.5132], [-3.4918, 3.4085, 0.8645], [-4.4780, 3.9117, -2.0184], [-4.9527, 2.4383, -1.1531], [-4.0951, 2.3272, -2.7031], [-3.2912, -2.7718, -0.3876], [-3.4303, -1.9398, 0.7031], [-2.4004, -1.0622, 0.6142], [-1.6454, -1.3456, -0.5199], [-2.2058, -2.3814, -1.0843], [-3.8559, -3.5756, -0.5939], [-4.2193, -2.0556, 1.4271], [-2.1185, -0.2728, 1.2882], [-1.8479, -2.8800, -1.9725]],
  "forces_ev_per_angstrom": [[0.7, 0.3, 0.2], [0.2, 0.1, 0.3], [0.3, 0.3, -0.3], [0.4, -0.4, 1.0], [0.5, -0.4, -0.5], [0.2, 0.0, 0.0], [0.0, -0.1, 0.0], [-0.1, 0.0, 0.0], [0.0, 0.1, 0.1], [0.0, -0.1, 0.0], [0.0, 0.1, 0.0], [0.2, -0.4, 0.1], [0.0, 0.1, 0.0], [0.1, -0.1, 0.0], [-0.1, 0.0, 0.0], [-0.1, 0.0, 0.0], [-0.1, 0.0, -0.1], [0.1, -0.1, 0.0], [0.0, 0.1, 0.1], [0.1, 0.1, 0.0], [-0.1, -0.1, 0.0], [0.0, 0.0, 0.0], [0.0, -0.1, 0.0], [-0.1, 0.0, 0.0], [0.2, -0.1, -0.1], [0.0, 0.0, 0.0], [-0.1, 0.1, -0.1], [-0.1, 0.0, 0.0], [0.0, 0.0, -0.1], [0.1, 0.0, 0.0], [0.0, 0.0, 0.0], [0.0, 0.0, 0.0], [0.0, 0.0, 0.1], [0.0, 0.0, 0.0], [0.0, 0.3, -0.2], [0.0, 0.0, 0.0], [0.0, 0.0, 0.0], [0.0, 0.0, 0.0], [0.0, 0.0, 0.0], [0.0, 0.0, 0.0], [0.0, 0.0, 0.0], [0.0, 0.0, 0.0], [0.0, 0.0, 0.0], [0.0, 0.0, 0.0], [0.0, 0.0, 0.0], [0.0, 0.0, 0.0], [-0.1, 0.0, 0.0], [0.0, 0.0, 0.0], [0.0, 0.0, 0.0], [-0.1, 0.0, 0.0], [0.0, -0.1, -0.2], [-0.1, -0.2, -0.2], [0.1, 0.0, 0.1], [-0.4, 0.8, -0.2], [-0.5, 0.4, -0.3], [0.0, 0.0, 0.0], [0.0, -0.1, 0.0], [0.0, 0.0, 0.0], [0.0, 0.0, 0.0], [0.0, 0.0, 0.0], [0.0, 0.0, 0.0], [-0.2, -0.2, 0.2], [0.0, -0.1, -0.1], [-0.1, -0.2, -0.3], [-1.2, -0.6, 0.6], [0.1, 0.0, -0.1], [0.0, 0.0, 0.0], [0.1, 0.0, -0.1], [0.0, 0.1, 0.1], [0.0, 0.0, 0.1]],
  "nbo_charge": [0.804, -0.616, 1.430, -1.490, 1.372, -0.608, -0.339, -0.138, -0.221, -0.221, -0.212, -0.202, -0.421, -0.196, -0.211, -0.210, -0.233, -0.128, -0.395, -0.192, -0.208, -0.209, -0.240, -0.120, -0.390, -0.211, -0.170, -0.210, -0.226, -0.171, 0.218, 0.213, 0.211, 0.210, 0.203, 0.232, 0.211, 0.210, 0.212, 0.231, 0.249, 0.209, 0.209, 0.211, 0.213, 0.225, 0.206, 0.207, 0.210, 0.239, -0.402, -0.455, -0.391, 0.552, -0.470, 0.205, 0.253, 0.194, 0.208, 0.194, 0.221, -0.505, -0.090, -0.077, -0.521, 0.214, 0.424, 0.229, 0.243, 0.226]
}